ORCA calculation (ωB97M-V with the def2-TZVPD basis set) on a cluster of 7 separate species, C30H31F6NO20 in total at a distorted geometry.

Values from the calculation:
SMILES string = C=CCC1=CC(=O)C(N=C(C)C)=CC1=O.O=C1OC[C@@H](F)O1.O=C1OC[C@@H](F)O1.O=C1OC[C@@H](F)O1.O=C1OC[C@@H](F)O1.O=C1OC[C@@H](F)O1.O=C1OC[C@@H](F)O1
HOMO-LUMO gap = 7.784 eV
Largest force on an atom = 2.2 eV/A
Total charge = 0
LUMO level = -0.0438 hartree

```
88
Properties=species:S:1:pos:R:3:forces:R:3
C 1.896326 1.825715 3.556218 0.4 -0.4 0.1
C 1.701762 0.609973 3.065157 -0.3 0.1 0.0
C 0.331598 0.103360 2.669586 -0.1 0.2 -0.3
C -0.101627 0.754147 1.384848 -0.1 0.1 0.3
C -0.756535 1.920506 1.335597 0.3 -0.5 0.0
C -1.132949 2.523737 0.049947 -0.2 0.3 0.1
O -1.920554 3.440449 -0.036123 0.2 0.0 0.1
C -0.483523 1.944894 -1.184341 0.7 -1.1 -1.4
N -0.643168 2.716768 -2.340634 -0.2 1.5 1.6
C 0.248607 3.626403 -2.564755 -0.3 -0.3 -0.7
C -0.139785 5.071609 -2.572283 0.1 0.0 -1.1
C 1.698919 3.305089 -2.800842 0.0 -0.3 1.1
C 0.155583 0.765717 -1.127548 -0.2 0.5 0.0
C 0.266178 0.033839 0.130412 0.0 -0.1 -0.2
O 0.658803 -1.118817 0.159915 0.1 -0.1 0.0
H 2.902098 2.144002 3.796660 0.0 0.1 0.1
H 1.073492 2.490418 3.779904 0.1 0.0 -0.2
H 2.526454 -0.072852 2.904716 0.1 0.1 -0.1
H 0.374103 -0.965984 2.495471 -0.1 -0.1 0.2
H -0.401468 0.339713 3.437588 0.0 -0.1 0.1
H -1.010223 2.434647 2.253807 -0.2 0.1 -0.1
H 0.680238 5.706297 -2.898732 0.0 0.1 0.0
H -0.981478 5.234391 -3.243881 -0.3 0.0 0.2
H -0.416462 5.333328 -1.552076 -0.2 0.0 0.0
H 2.157253 3.114331 -1.822150 0.2 0.1 0.0
H 2.232082 4.120546 -3.273862 0.0 0.0 -0.1
H 1.791434 2.377377 -3.355683 0.0 0.0 -0.2
H 0.602505 0.355511 -2.020017 0.0 -0.2 0.1
O -5.256697 -1.355665 -2.627397 0.0 0.0 0.1
C -4.238232 -0.923916 -3.046692 0.0 0.1 0.1
O -4.095542 0.278764 -3.647016 0.0 0.0 -0.1
C -2.698853 0.508217 -3.877549 0.0 0.2 -0.1
C -2.155161 -0.904663 -3.884794 0.0 0.1 0.2
F -0.893235 -0.981714 -3.394436 -0.1 -0.1 0.0
O -3.038158 -1.572133 -3.001299 -0.1 -0.1 -0.3
H -2.290349 1.104936 -3.061886 0.1 -0.1 0.0
H -2.543761 1.036790 -4.813489 -0.2 0.0 -0.1
H -2.181104 -1.399639 -4.856978 0.1 0.0 0.0
O -9.250254 4.707704 -4.387185 0.0 0.0 -0.1
C -8.273854 4.105535 -4.102806 0.0 -0.1 -0.1
O -8.243395 2.974439 -3.358861 0.1 0.0 0.0
C -6.903041 2.471051 -3.361588 0.0 -0.2 0.2
C -6.103468 3.716478 -3.675372 -0.1 -0.1 -0.2
F -4.985902 3.446369 -4.395932 0.0 0.0 -0.1
O -7.006386 4.457956 -4.472883 0.0 0.1 0.2
H -6.793178 1.718649 -4.142802 0.1 0.1 -0.1
H -6.655256 2.028868 -2.401301 -0.2 0.0 0.1
H -5.823169 4.310428 -2.804187 0.1 0.0 0.0
O 3.219012 -4.977267 -3.436022 0.1 -0.1 -0.1
C 2.299021 -4.835060 -2.701161 -0.1 0.0 0.0
O 1.338086 -3.900399 -2.837920 -0.1 0.0 0.0
C 0.331836 -4.139296 -1.844904 -0.2 0.3 0.1
C 1.108479 -4.911107 -0.803199 -0.1 -0.1 -0.1
F 0.344489 -5.823148 -0.151815 0.0 0.0 0.0
O 2.075897 -5.587899 -1.588642 0.2 0.2 0.1
H -0.470453 -4.737020 -2.279194 0.0 -0.1 0.1
H -0.071071 -3.204083 -1.465484 0.2 0.1 -0.1
H 1.615880 -4.285492 -0.067417 -0.1 0.0 0.1
O -0.679626 3.423628 4.524599 -0.1 0.2 0.0
C -0.773771 3.216557 5.688647 0.1 -0.1 0.0
O -1.267038 2.082186 6.224859 -0.1 0.0 0.1
C -1.071170 2.132883 7.641981 -0.1 -0.1 0.1
C -0.959260 3.624603 7.883723 0.2 -0.1 0.0
F -0.121825 3.921738 8.903073 0.0 0.0 -0.1
O -0.397545 4.082491 6.664849 -0.3 0.1 0.0
H -0.144298 1.619642 7.899980 0.1 0.1 0.0
H -1.902971 1.667845 8.162142 -0.1 0.0 -0.2
H -1.910754 4.131951 8.050089 0.0 0.0 0.1
O 7.634544 -1.401603 -1.453987 0.0 0.1 0.0
C 7.357868 -2.296252 -2.176807 -0.1 0.0 -0.1
O 6.220908 -3.026302 -2.110696 0.0 -0.1 -0.1
C 6.185129 -3.913531 -3.237084 -0.1 -0.2 0.0
C 7.651724 -4.011944 -3.595587 -0.1 0.2 -0.1
F 7.849895 -4.167790 -4.926759 0.0 0.1 0.0
O 8.146692 -2.747220 -3.194560 0.1 -0.2 0.2
H 5.605696 -3.460192 -4.040877 0.1 0.0 -0.1
H 5.734410 -4.862450 -2.967086 0.0 0.1 0.2
H 8.198973 -4.793783 -3.066338 0.0 -0.1 -0.1
O 0.743944 -1.259392 5.487170 0.0 0.0 0.1
C 0.991624 -2.387340 5.234775 0.1 -0.1 0.0
O 1.131832 -2.896528 3.986638 0.0 -0.1 0.0
C 1.571741 -4.253402 4.098103 0.0 -0.1 -0.1
C 1.108800 -4.616455 5.493562 0.2 0.1 0.0
F 1.940282 -5.495835 6.098860 0.0 0.1 0.0
O 1.172721 -3.371378 6.162442 -0.3 0.0 0.0
H 2.659152 -4.293156 4.023244 0.0 0.0 0.1
H 1.128671 -4.867166 3.318913 -0.1 0.1 0.0
H 0.089004 -5.000707 5.548627 0.0 -0.1 0.0
```
Forces are in eV/Å.

Mulliken atomic charge list, values in e, 5 entries:
1. C -0.7690
2. C 0.0596
3. C -0.8383
4. C 0.6470
5. C -0.2659